Molecular formula: C31H44N4P2W
Method: DFT, the ωB97M-V functional and the def2-TZVPD basis

```
! wB97M-V def2-TZVPD RIJCOSX def2/J DEFGRID3
* xyz 2 3
W -0.24 -1.42 0.54
C 0.28 2.52 3.58
C -0.83 2.71 2.85
C -0.81 3.04 1.38
C 0.17 2.18 0.54
C 1.63 2.53 0.53
C 2.30 3.10 1.53
C 1.77 4.23 2.35
C 1.29 3.67 3.69
C 1.43 -0.75 1.76
H 0.32 1.85 4.43
H -1.82 2.44 3.25
H -0.64 4.11 1.16
H -1.82 2.80 1.02
H 0.04 1.14 0.90
H -0.16 2.14 -0.51
H 2.18 2.10 -0.32
H 3.35 2.86 1.74
H 0.98 4.75 1.79
H 2.56 4.97 2.55
H 2.16 3.33 4.26
H 0.84 4.50 4.26
H 1.20 0.02 2.51
H 2.37 -0.48 1.27
H 1.59 -1.76 2.26
P 1.46 -1.46 -0.99
P -2.00 -0.39 -0.55
N 2.78 -0.33 -1.23
N 2.22 -2.78 -1.89
N -2.12 1.03 -1.92
N -3.74 -0.98 -1.28
C 0.24 -0.98 -2.23
C -1.03 -1.56 -1.60
C 3.99 -0.33 -0.53
C 4.91 0.43 -1.23
C 4.25 0.93 -2.41
C 2.94 0.46 -2.37
C 2.67 -4.00 -1.41
C 3.27 -4.69 -2.46
C 3.19 -3.85 -3.62
C 2.57 -2.68 -3.24
C -2.28 2.39 -1.73
C -2.08 3.05 -2.94
C -1.87 2.05 -3.93
C -1.94 0.83 -3.28
C -4.75 -0.16 -1.78
C -5.48 -0.85 -2.76
C -4.91 -2.15 -2.86
C -3.89 -2.21 -1.91
H 0.40 -1.45 -3.21
H 0.17 0.11 -2.36
H -1.60 -2.19 -2.29
H -0.72 -2.41 -0.78
H 4.08 -0.85 0.40
H 5.94 0.59 -0.97
H 4.67 1.53 -3.19
H 2.12 0.61 -3.04
H 2.52 -4.24 -0.37
H 3.72 -5.66 -2.40
H 3.56 -4.07 -4.61
H 2.32 -1.80 -3.81
H -2.51 2.80 -0.76
H -2.06 4.13 -3.08
H -1.66 2.20 -4.98
H -1.81 -0.16 -3.68
H -4.90 0.85 -1.43
H -6.31 -0.46 -3.34
H -5.19 -2.96 -3.52
H -3.26 -3.04 -1.65
C -0.41 -0.92 4.53
C -1.01 -1.96 3.59
C -2.21 -2.64 4.25
C -1.51 -1.29 2.26
H -1.15 -0.12 4.68
H 0.49 -0.45 4.14
H -0.17 -1.33 5.52
H -0.24 -2.72 3.33
H -2.93 -1.87 4.54
H -2.70 -3.30 3.53
H -1.95 -3.22 5.14
H -2.44 -1.80 1.95
H -1.77 -0.24 2.46
*
```

Values from the calculation:
**Energy above the lowest of the compared OMol25 structures with the same formula, charge and spin**: 6.276 eV
**HOMO level (spin up / spin down)**: -13.64 / -13.58 eV
**HOMO-LUMO gap (spin up / spin down)**: 4.231 / 3.832 eV